[1]
The following is a DFT calculation (wB97M-V/def2-TZVPD) of C20H18BF2N4O6Re as an isolated structure at a distorted geometry.

Structure (XYZ):
```
52
Properties=species:S:1:pos:R:3:forces:R:3:lowdin_charge:R:1
Re -0.090 -0.065 -0.662 -2.21 3.16 0.32 1.52
N -1.416 -1.450 -0.638 0.03 -0.78 -0.25 0.01
C -2.007 -2.456 -0.846 -0.42 -0.22 -0.10 -0.10
N -2.662 -3.508 -1.068 0.33 0.31 0.28 -0.01
C -1.966 -4.797 -1.294 0.38 -0.53 -0.46 -0.08
C -1.890 -5.002 -2.809 -0.25 0.04 0.15 -0.15
C -3.306 -5.056 -3.388 0.10 0.12 -0.09 -0.17
C -4.118 -3.808 -3.022 0.12 -0.09 0.19 -0.15
C -4.070 -3.496 -1.520 -0.63 0.02 -0.58 -0.08
H -2.580 -5.577 -0.844 -0.02 0.10 0.17 0.15
H -0.990 -4.796 -0.814 -0.05 0.17 0.06 0.14
H -1.343 -5.921 -3.011 0.00 0.00 -0.01 0.13
H -1.335 -4.170 -3.253 0.08 -0.06 -0.01 0.12
H -3.811 -5.959 -3.036 -0.02 0.01 0.05 0.13
H -3.249 -5.131 -4.473 -0.04 -0.05 0.01 0.13
H -5.166 -3.951 -3.284 0.00 0.06 -0.05 0.13
H -3.750 -2.941 -3.577 0.01 0.00 0.00 0.12
H -4.596 -4.264 -0.953 0.13 0.03 0.15 0.15
H -4.516 -2.527 -1.304 0.08 0.00 0.11 0.14
O 3.674 1.309 -1.487 -0.38 -0.20 0.42 0.23
C 2.572 1.058 -1.822 0.95 1.05 -1.82 -0.44
O 1.607 0.542 -0.994 -0.36 -0.76 0.14 -0.22
C 1.980 1.335 -3.202 -0.24 -0.34 0.51 -0.09
C 1.047 0.445 -3.714 -0.21 -0.09 0.01 0.02
C 0.204 0.839 -4.740 0.42 0.26 0.43 -0.11
C 0.374 2.056 -5.373 -0.15 0.00 -0.25 0.11
C 1.421 2.853 -4.947 0.06 -0.08 0.18 -0.08
C 2.210 2.540 -3.850 0.11 0.10 -0.05 0.10
N 1.655 4.147 -5.642 -0.11 -0.10 -0.02 -0.34
O 2.710 4.691 -5.415 -0.17 0.03 -0.04 0.13
O 0.767 4.532 -6.371 0.23 0.00 0.11 0.12
N -0.968 -0.001 -5.009 -0.19 -0.70 -0.02 -0.33
O -1.260 -0.827 -4.136 0.14 0.36 -0.18 0.02
O -1.579 0.159 -6.029 0.08 0.17 0.06 0.16
H 0.989 -0.579 -3.358 -0.22 0.13 0.22 0.13
H -0.281 2.391 -6.167 0.00 -0.03 0.00 0.15
H 2.967 3.234 -3.507 -0.02 0.02 0.00 0.15
F 1.004 0.930 1.962 -0.07 0.02 -0.19 0.24
B 0.080 0.138 1.485 -0.10 0.11 0.44 -0.65
F -0.686 -0.560 2.286 -0.07 0.01 -0.23 0.23
C -1.342 1.302 -0.789 2.71 -2.63 0.39 0.00
C -2.046 2.465 -0.957 -0.11 0.88 -0.12 -0.28
C -3.455 2.517 -1.115 0.17 -0.36 0.04 0.01
C -4.071 3.727 -1.315 -0.12 0.09 -0.02 -0.02
C -3.317 4.901 -1.357 0.12 -0.17 0.04 0.02
C -1.930 4.871 -1.198 0.03 0.22 0.01 -0.02
C -1.288 3.677 -0.999 -0.06 -0.43 0.05 0.01
H -4.022 1.596 -1.079 -0.05 0.04 0.00 0.13
H -5.144 3.773 -1.440 0.00 -0.01 0.01 0.13
H -3.815 5.850 -1.506 0.00 0.00 -0.01 0.13
H -1.362 5.791 -1.222 -0.02 -0.01 0.00 0.13
H -0.217 3.618 -0.851 0.00 0.12 -0.04 0.13
```
Forces are in eV/Å.

Output
HOMO-LUMO gap (eV): 7.0
Charge: +2
Relative energy (zero: lowest compared OMol25 entry of this formula, charge and spin) (kcal/mol): 9.8



[2]
The following is a DFT calculation (wB97M-V/def2-TZVPD) of a 2-piece molecular cluster, C5H12N2O overall at a distorted geometry.

Structure (XYZ):
```
20
Properties=species:S:1:pos:R:3:forces:R:3:nbo_charge:R:1
C 2.118 1.671 -0.216 0.67 -0.32 -0.56 0.22
N 1.366 1.950 -1.240 -0.34 1.03 1.05 -0.14
N 1.889 0.581 0.553 -0.54 0.38 -0.20 -0.81
O 0.149 1.490 -1.353 0.17 -0.49 -0.52 -0.66
H 1.603 2.773 -1.810 0.07 -0.44 0.24 0.36
H 3.025 2.239 -0.060 0.01 -0.03 -0.16 0.19
H 2.287 0.547 1.473 0.06 0.02 -0.01 0.40
H 0.974 0.152 0.435 0.07 -0.02 0.12 0.44
C -1.831 0.204 0.954 -0.02 0.01 -0.10 -0.68
C -0.753 -1.646 -1.165 -0.04 0.05 -0.07 -0.69
C -0.980 -0.995 1.236 -0.07 0.00 0.16 -0.21
C -0.511 -1.814 0.301 0.13 -0.09 0.03 -0.19
H -0.774 -1.206 2.278 0.08 -0.12 0.05 0.19
H 0.083 -2.669 0.600 0.02 -0.06 0.14 0.20
H -2.866 -0.100 0.782 -0.11 0.03 0.04 0.22
H -1.819 0.898 1.794 -0.03 0.04 -0.04 0.21
H -0.146 -2.338 -1.744 -0.02 -0.03 -0.06 0.21
H -1.804 -1.829 -1.396 -0.06 -0.06 -0.10 0.22
H -1.487 0.722 0.058 -0.03 0.08 0.06 0.26
H -0.522 -0.627 -1.481 0.00 0.00 -0.08 0.26
```
Forces are in eV/Å.

Output
HOMO-LUMO gap (eV): 8.5
Relative energy (zero: lowest compared OMol25 entry of this formula, charge and spin) (kcal/mol): 85.0



[3]
The following is a DFT calculation (wB97M-V/def2-TZVPD) of C24H49O9PS as an isolated structure at a distorted geometry.

Structure (XYZ):
```
84
Properties=species:S:1:pos:R:3:forces:R:3:lowdin_charge:R:1
O 2.372 0.626 5.120 -1.24 -0.81 -0.54 -0.42
P 1.213 -0.245 4.748 2.92 2.02 0.71 0.62
O 0.584 0.300 3.289 -0.49 -0.61 0.51 -0.53
S -0.964 -0.301 2.980 -2.76 -0.79 0.81 0.91
O -1.901 0.557 3.700 1.28 -0.47 -0.76 -0.38
O -1.344 -0.071 1.355 1.81 1.20 0.92 -0.32
C -0.273 0.623 0.667 0.95 -0.07 -1.07 -0.16
C -0.609 0.880 -0.861 0.11 -0.51 -0.56 -0.29
O -1.561 1.533 -1.244 1.24 -0.58 0.82 0.09
C 0.412 0.240 -1.859 0.22 -0.08 0.05 -0.14
C 0.615 -1.192 -1.796 1.68 0.37 -1.51 -0.02
C 1.593 -1.808 -2.691 -0.39 2.01 -0.02 -0.06
C 2.338 -0.962 -3.603 -0.99 1.05 0.75 -0.07
C 2.106 0.473 -3.652 -1.00 -0.46 1.36 -0.07
C 1.133 1.106 -2.773 0.35 -2.47 0.04 0.00
H 0.274 -0.200 5.812 -0.46 -0.28 -0.94 0.04
H 1.709 -1.577 4.655 -0.94 0.18 -0.53 0.03
H -0.008 1.622 1.108 -0.51 -0.83 -0.22 0.13
H 0.639 -0.035 0.733 -0.78 0.80 -0.27 0.12
H 0.087 -1.874 -1.088 0.31 0.97 -0.58 0.11
H 1.768 -2.908 -2.662 -0.17 1.10 -0.02 0.10
H 3.118 -1.360 -4.293 -0.82 0.13 0.77 0.10
H 2.690 1.132 -4.332 -0.45 -0.76 0.51 0.10
H 0.943 2.203 -2.751 0.26 -1.09 -0.16 0.11
C 1.825 5.849 1.556 -0.07 -0.14 0.02 -0.08
C 1.903 6.192 0.077 -0.03 0.04 0.14 -0.28
O 1.536 5.119 -0.776 0.16 -0.17 -0.18 -0.16
C 0.217 4.619 -0.626 -0.07 0.10 0.05 -0.28
C -0.859 5.660 -0.880 -0.02 0.11 0.01 -0.07
H 2.461 4.989 1.782 0.00 0.08 -0.01 0.08
H 2.153 6.697 2.160 0.01 -0.04 -0.04 0.08
H 0.810 5.593 1.863 -0.01 0.09 0.02 0.07
H 2.935 6.445 -0.172 -0.05 -0.14 -0.15 0.12
H 1.304 7.080 -0.151 -0.05 0.00 0.06 0.11
H 0.095 4.160 0.362 -0.06 0.07 0.05 0.10
H 0.103 3.811 -1.352 0.18 0.08 -0.01 0.09
H -0.800 6.489 -0.173 -0.05 -0.07 0.05 0.07
H -1.849 5.210 -0.788 0.05 -0.02 -0.02 0.08
H -0.755 6.078 -1.883 -0.01 -0.06 0.02 0.08
C 7.126 -0.982 0.574 -0.05 0.08 0.11 -0.08
C 6.274 -1.247 -0.657 0.08 0.06 0.06 -0.28
O 4.904 -0.927 -0.480 -0.19 -0.18 -0.03 -0.17
C 4.610 0.426 -0.165 0.07 0.10 -0.01 -0.27
C 5.072 1.413 -1.223 0.09 -0.03 -0.10 -0.07
H 6.743 -1.542 1.431 0.04 0.00 -0.07 0.08
H 8.160 -1.281 0.391 -0.06 -0.02 0.00 0.08
H 7.128 0.073 0.849 0.07 0.00 -0.05 0.07
H 6.313 -2.313 -0.890 -0.20 0.04 -0.01 0.12
H 6.676 -0.725 -1.531 0.05 0.06 0.03 0.11
H 5.021 0.683 0.818 0.05 0.05 -0.02 0.11
H 3.523 0.492 -0.070 0.03 -0.20 -0.05 0.11
H 6.155 1.396 -1.355 -0.01 0.06 0.08 0.07
H 4.785 2.430 -0.945 -0.03 -0.05 0.00 0.08
H 4.620 1.174 -2.188 -0.04 0.02 0.06 0.06
C -4.228 -0.404 -0.710 -0.11 -0.08 0.03 -0.07
C -4.154 -0.060 -2.188 -0.01 -0.02 0.11 -0.27
O -4.512 -1.138 -3.042 0.09 -0.13 -0.17 -0.16
C -5.825 -1.649 -2.892 -0.02 0.06 0.04 -0.29
C -6.913 -0.619 -3.146 0.01 0.13 0.01 -0.08
H -3.584 -1.259 -0.484 0.02 0.07 0.00 0.07
H -3.908 0.446 -0.105 0.04 -0.05 -0.05 0.07
H -5.241 -0.670 -0.403 -0.01 0.07 0.02 0.07
H -3.126 0.202 -2.436 -0.10 -0.12 -0.17 0.10
H -4.760 0.823 -2.417 -0.05 0.01 0.07 0.11
H -5.942 -2.108 -1.904 -0.07 0.06 0.04 0.10
H -5.927 -2.457 -3.620 0.19 0.06 0.00 0.12
H -6.863 0.211 -2.439 -0.05 -0.06 0.04 0.06
H -7.899 -1.078 -3.054 0.04 0.00 -0.02 0.08
H -6.814 -0.200 -4.150 -0.01 -0.06 0.03 0.08
C -3.202 -4.677 0.800 -0.12 -0.03 0.07 -0.07
C -2.016 -4.006 1.471 -0.06 -0.11 -0.07 -0.28
O -2.276 -3.587 2.802 0.08 0.28 0.07 -0.18
C -2.638 -4.604 3.724 0.00 -0.12 0.00 -0.28
C -1.578 -5.679 3.893 0.09 -0.01 -0.10 -0.08
H -4.066 -4.008 0.794 0.08 -0.01 -0.04 0.08
H -2.955 -4.943 -0.230 0.00 0.05 0.04 0.08
H -3.501 -5.590 1.318 0.06 -0.04 -0.05 0.07
H -1.757 -3.105 0.910 -0.02 0.09 0.19 0.10
H -1.132 -4.653 1.443 -0.03 -0.08 -0.01 0.11
H -3.601 -5.042 3.444 0.03 -0.07 -0.02 0.11
H -2.793 -4.107 4.685 0.02 0.15 -0.15 0.12
H -1.387 -6.215 2.962 -0.07 -0.05 0.04 0.07
H -1.895 -6.409 4.640 0.00 0.05 -0.01 0.08
H -0.633 -5.236 4.215 -0.05 -0.01 0.03 0.08
```
Forces are in eV/Å.

Output
HOMO-LUMO gap (eV): 9.4



[4]
The following is a DFT calculation (wB97M-V/def2-TZVPD) of a single C10H9FN2O2 molecule at a distorted geometry.

Structure (XYZ):
```
24
Properties=species:S:1:pos:R:3:forces:R:3:nbo_charge:R:1
H 2.226 -3.125 1.769 -0.27 0.73 -0.32 0.36
N 1.753 -2.211 1.718 -1.36 1.80 -0.18 -0.71
C 1.152 -2.064 0.569 2.10 -3.77 1.91 0.35
N 1.344 -3.173 -0.265 -1.92 0.34 -2.07 -0.35
O 1.931 -4.390 0.183 0.54 1.70 -0.82 -0.55
C 0.306 -0.936 0.126 0.15 2.85 1.80 0.21
O -0.373 -0.864 -1.062 -0.21 -0.07 -0.96 -0.42
C -0.878 0.422 -1.180 0.15 0.99 0.34 0.28
C -1.574 1.036 -2.222 -0.28 -0.55 -0.31 -0.22
C -1.983 2.383 -2.126 -0.08 -0.76 0.26 -0.28
C -1.729 3.081 -0.934 0.35 -0.03 0.08 0.39
F -2.121 4.399 -0.818 0.24 -1.32 -0.11 -0.33
C -1.046 2.479 0.123 -0.09 0.79 -0.62 -0.26
C -0.560 1.187 -0.052 -0.21 -1.60 0.41 -0.10
C 0.186 0.280 0.804 1.38 -0.50 0.34 0.01
C 0.918 0.749 2.067 0.38 -1.44 -0.34 -0.65
H 0.999 -3.045 -1.231 0.62 -1.30 0.78 0.38
H 1.312 -5.108 0.388 -0.85 0.81 -0.19 0.48
H -1.834 0.421 -3.084 0.01 0.39 -0.02 0.23
H -2.571 2.822 -2.944 0.44 -0.09 0.50 0.24
H -0.855 3.033 1.031 0.02 0.06 0.02 0.24
H 1.202 1.772 1.948 -0.12 0.89 -0.10 0.21
H 1.889 0.203 2.217 -1.21 0.17 -0.11 0.26
H 0.304 0.650 2.975 0.21 -0.07 -0.31 0.23
```
Forces are in eV/Å.

Output
HOMO-LUMO gap (eV): 8.6
Relative energy (zero: lowest compared OMol25 entry of this formula, charge and spin) (kcal/mol): 0.0
SMILES: [H]/N=C(\NO)c1oc2ccc(F)cc2c1C



[5]
The following is a DFT calculation (wB97M-V/def2-TZVPD) of a single C21H15N3O4S2 molecule at a distorted geometry.

Structure (XYZ):
```
45
Properties=species:S:1:pos:R:3:forces:R:3:nbo_charge:R:1
O 5.522 -3.279 3.717 0.36 0.13 0.03 -0.37
N 4.409 -3.746 3.792 0.17 0.02 0.29 0.51
O 3.909 -4.198 4.796 -0.11 -0.13 0.33 -0.37
C 3.610 -3.764 2.581 -0.64 0.01 -1.08 0.10
C 4.155 -3.267 1.403 0.05 -0.09 0.34 -0.20
C 3.386 -3.286 0.253 -0.08 -0.01 -0.11 -0.19
C 2.101 -3.792 0.305 -0.18 0.06 -0.44 -0.31
S 1.108 -3.841 -1.191 -0.34 -0.06 0.18 2.32
O 1.789 -3.120 -2.220 0.05 0.19 0.29 -0.91
O 0.711 -5.195 -1.422 -0.17 -0.06 0.21 -0.93
N -0.290 -3.061 -0.705 0.48 -0.78 -0.28 -0.86
C -0.447 -1.676 -0.725 0.10 0.85 0.06 0.14
C 0.650 -0.845 -0.525 -0.07 0.03 -0.02 -0.20
C 0.492 0.527 -0.520 -0.26 0.01 -0.03 -0.17
C -0.765 1.102 -0.702 0.00 -0.55 -0.01 -0.09
C -0.969 2.544 -0.704 0.81 0.85 0.09 0.12
C -0.006 3.515 -0.604 -0.32 -0.09 -0.03 -0.44
S -0.694 5.081 -0.654 -0.57 -0.60 -0.06 0.39
C -2.282 4.321 -0.812 1.27 0.34 0.12 0.06
C -3.493 5.101 -0.919 -0.79 0.43 -0.07 -0.03
C -4.721 4.446 -1.032 0.22 0.07 0.02 -0.20
C -5.889 5.174 -1.136 -0.08 0.03 -0.01 -0.20
C -5.850 6.560 -1.130 -0.02 0.03 0.00 -0.20
C -4.635 7.217 -1.018 -0.05 0.11 0.00 -0.21
C -3.462 6.495 -0.913 0.01 -0.27 0.00 -0.21
N -2.231 3.037 -0.819 -0.66 -0.22 -0.07 -0.44
C -1.861 0.260 -0.890 0.20 0.13 0.04 -0.15
C -1.706 -1.110 -0.905 0.20 -0.31 0.03 -0.25
C 1.560 -4.294 1.475 0.06 -0.02 0.06 -0.18
C 2.319 -4.280 2.630 0.17 0.03 0.11 -0.19
H 5.163 -2.881 1.407 0.00 0.01 -0.02 0.26
H 3.762 -2.915 -0.689 0.11 0.07 -0.05 0.25
H -1.119 -3.599 -0.903 0.05 -0.25 -0.06 0.43
H 1.627 -1.278 -0.389 0.11 0.12 0.04 0.21
H 1.358 1.152 -0.369 0.11 0.07 0.02 0.21
H 1.055 3.407 -0.509 0.24 -0.11 0.02 0.24
H -4.733 3.367 -1.035 -0.01 -0.10 0.00 0.23
H -6.835 4.662 -1.223 -0.07 -0.04 -0.01 0.21
H -6.765 7.127 -1.211 -0.07 0.05 -0.01 0.21
H -4.603 8.297 -1.013 0.00 0.08 0.00 0.22
H -2.514 7.007 -0.827 0.04 0.11 0.00 0.21
H -2.834 0.702 -1.031 -0.08 0.00 -0.01 0.24
H -2.562 -1.751 -1.059 -0.11 -0.07 -0.03 0.21
H 0.559 -4.693 1.465 -0.13 -0.05 0.11 0.24
H 1.938 -4.661 3.566 -0.02 0.00 -0.01 0.25
```
Forces are in eV/Å.

Output
HOMO-LUMO gap (eV): 6.9
SMILES: O=[N+]([O-])c1ccc(S(=O)(=O)Nc2ccc(-c3csc(-c4ccccc4)n3)cc2)cc1



| no. | E_tot (eV) | molar mass (g mol⁻¹) |
| --- | --- | --- |
| 1 | -47497.673 | 645.40 |
| 2 | -10404.739 | 116.16 |
| 3 | -64230.161 | 544.69 |
| 4 | -20305.673 | 208.19 |
| 5 | -56348.585 | 437.50 |